[1]
67
Properties=species:S:1:pos:R:3:nbo_charge:R:1 method="wB97M-V/def2-TZVPD" orbital_gap_ha=0.3225 charge=-1 homo_energy_ev=-6.4 de_lowest_kcal_mol=0.0 total_energy_ha=-4076.99802
Be -0.34567 -0.06785 0.74251 1.70
C 2.63291 1.21004 -1.00283 -1.14
Si 0.91575 1.48106 -1.70548 1.76
C 1.09321 1.26558 -3.58241 -1.13
C 0.56802 3.30571 -1.40637 -1.13
C -0.40230 0.35530 -1.02328 -2.19
Si -2.11763 1.05561 -1.30426 1.78
C -2.44641 1.50812 -3.11497 -1.14
C -2.52729 2.62634 -0.33878 -1.14
C -3.47100 -0.17579 -0.82997 -1.14
Si -0.25869 -1.34639 -1.68751 1.75
C -1.12144 -1.81517 -3.29593 -1.15
C 1.48059 -2.05176 -1.80403 -1.14
C -1.08371 -2.36769 -0.29924 -0.18
C -1.56839 -3.66740 -0.37115 -0.20
C -2.11137 -4.26520 0.75384 -0.17
C -2.14358 -3.55324 1.94199 -0.25
C -1.63830 -2.26671 1.96084 0.07
N -1.13804 -1.68731 0.86604 -0.63
H 3.33528 1.82756 -1.57225 0.22
H 2.98258 0.17973 -1.04264 0.24
H 2.67420 1.53734 0.03789 0.25
H 1.82649 1.98019 -3.96844 0.23
H 0.15336 1.42803 -4.11281 0.23
H 1.45113 0.26495 -3.84094 0.22
H 1.38916 3.88773 -1.83607 0.23
H 0.54075 3.51197 -0.33411 0.25
H -0.36421 3.66262 -1.84672 0.23
H -1.84491 2.36785 -3.41979 0.23
H -3.49791 1.79248 -3.22200 0.23
H -2.24419 0.69318 -3.81245 0.22
H -2.96326 3.37777 -1.00338 0.22
H -1.66510 3.06447 0.15652 0.25
H -3.25859 2.39846 0.44058 0.24
H -3.40172 -1.14453 -1.32910 0.22
H -4.43826 0.26507 -1.09084 0.23
H -3.47165 -0.34562 0.24925 0.24
H -0.69749 -1.25375 -4.13195 0.24
H -2.19390 -1.61658 -3.26699 0.24
H -0.97552 -2.87898 -3.50529 0.23
H 2.07056 -1.56976 -2.58585 0.24
H 1.42129 -3.11872 -2.03942 0.23
H 2.02177 -1.94170 -0.86322 0.26
H -1.52117 -4.20064 -1.31246 0.21
H -2.50045 -5.27513 0.70838 0.21
H -2.54893 -3.97982 2.84858 0.22
H -1.62620 -1.68211 2.86828 0.24
F 3.09801 -2.82563 3.63044 -0.31
C 2.02718 -2.38178 2.97653 0.73
F 1.69315 -3.28859 2.04841 -0.32
F 1.01885 -2.26249 3.83030 -0.30
S 2.39397 -0.79389 2.12033 2.30
O 1.14058 -0.53090 1.42070 -1.07
O 3.50554 -1.08646 1.27062 -0.91
N 2.66563 0.09382 3.35234 -1.23
S 2.56988 1.67690 3.41537 2.28
O 2.34505 2.08713 4.76179 -0.91
O 1.83203 2.25258 2.33207 -0.93
C 4.31977 2.15670 3.08735 0.71
F 5.14227 1.63418 3.99992 -0.32
F 4.43132 3.48791 3.13500 -0.32
F 4.70867 1.74422 1.88116 -0.31
O -2.89430 0.47614 2.98608 -0.84
Cl -1.58593 1.05525 3.06234 2.57
O -0.71273 0.24260 3.85162 -0.83
O -1.62801 2.39972 3.50448 -0.79
O -1.04068 1.08727 1.66140 -1.01

[2]
156
Properties=species:S:1:pos:R:3:mulliken_charge:R:1 method="wB97M-V/def2-TZVPD" orbital_gap_ha=0.3231 charge=0 homo_energy_ev=-8.3 smiles=COCCNCCOC.COCCNCCOC.COCCNCCOC.COCCNCCOC.CCCC#N.CCCC#N.CCCC#N.CCCC#N.CCCC#N total_energy_ha=-2827.85406
C -3.19198 0.25681 4.87225 -0.72
O -3.76267 1.52434 5.15040 -0.20
C -5.18105 1.54421 5.50250 -0.62
C -5.52028 2.97427 5.95242 -0.51
N -4.69996 3.23023 7.12476 -0.24
C -4.87985 4.53738 7.61905 -0.64
C -4.21625 4.76131 8.97125 -0.45
O -4.42428 6.14037 9.34021 -0.31
C -4.60114 6.35512 10.74315 -0.71
H -2.34275 0.46012 4.15482 0.03
H -3.86781 -0.40811 4.34031 0.37
H -2.93444 -0.20182 5.85632 0.31
H -5.32437 0.86149 6.35955 0.37
H -5.86346 1.30429 4.67319 0.37
H -6.58440 3.01805 6.26564 0.39
H -5.23693 3.61516 5.13775 0.30
H -3.73310 3.03221 6.95261 0.24
H -5.92987 4.74723 7.74379 0.32
H -4.47798 5.42043 6.94187 0.19
H -3.18095 4.66756 8.86888 0.27
H -4.63077 4.07898 9.75108 0.35
H -5.13609 5.58964 11.23987 0.33
H -4.94878 7.40584 10.86526 0.23
H -3.62003 6.46842 11.22641 0.28
C -1.84134 -7.90747 -8.26671 -0.75
O -1.07519 -8.26171 -7.15848 -0.34
C 0.04145 -7.39762 -7.05964 -0.40
C 0.94332 -7.78367 -5.92075 -0.78
N 0.30583 -7.72228 -4.57181 -0.37
C 0.25798 -6.36893 -4.06361 -0.62
C -0.24336 -6.34099 -2.67180 -0.49
O -1.58648 -6.72868 -2.66890 -0.38
C -1.90555 -6.90596 -1.32391 -0.46
H -2.10277 -6.84219 -8.37539 0.29
H -2.74624 -8.45631 -8.35286 0.29
H -1.24030 -8.13643 -9.16455 0.29
H -0.29920 -6.36534 -6.97055 0.20
H 0.48662 -7.48562 -8.00340 0.56
H 1.83476 -7.13644 -6.02546 0.34
H 1.37140 -8.83512 -6.03510 0.31
H -0.59526 -8.08039 -4.63654 0.32
H -0.43143 -5.71447 -4.58491 0.36
H 1.27230 -5.91572 -4.17573 0.37
H -0.14163 -5.31947 -2.32844 0.21
H 0.40575 -6.92745 -2.05452 0.44
H -1.43912 -7.77421 -0.88975 0.35
H -2.98295 -6.98587 -1.17713 0.32
H -1.55845 -6.03993 -0.72916 -0.07
C 6.13334 0.50977 -3.85627 -0.90
O 5.12501 1.47342 -3.94362 -0.02
C 5.38324 2.63230 -4.66606 -0.87
C 4.02256 3.39783 -4.76637 -0.34
N 2.84822 2.67675 -5.05672 -0.06
C 1.98155 2.35560 -3.98482 0.92
C 0.53319 2.57233 -4.42020 -1.35
O -0.30314 2.48610 -3.23345 0.08
C -1.65763 2.21483 -3.51455 -0.94
H 6.35934 -0.00105 -4.83368 0.28
H 5.83500 -0.28581 -3.16668 0.21
H 7.07939 0.97458 -3.52617 0.36
H 5.80009 2.36371 -5.66376 0.46
H 6.10719 3.26178 -4.23905 0.46
H 4.23568 4.16906 -5.52515 0.30
H 3.82486 3.84425 -3.84374 -0.11
H 2.95137 2.10468 -5.91989 0.28
H 2.24047 2.95963 -3.09472 -0.11
H 2.03790 1.30948 -3.67274 -0.25
H 0.25582 1.88348 -5.24082 0.38
H 0.47122 3.55345 -4.88544 0.33
H -2.23322 2.14608 -2.63733 0.34
H -1.79372 1.24275 -3.89073 0.24
H -2.07493 3.02531 -4.19725 0.28
C -1.02177 -3.13574 6.86893 -0.79
O -1.32784 -2.81302 5.50932 -0.17
C -1.88503 -3.91230 4.81552 -0.79
C -1.77967 -3.76318 3.34536 -0.31
N -0.39297 -4.00430 2.92444 -0.21
C -0.15277 -4.17854 1.49574 0.24
C 1.38942 -4.31786 1.44881 -0.98
O 2.05986 -3.24907 1.93506 -0.18
C 3.38118 -3.40962 2.03808 -0.94
H -0.69667 -2.24219 7.28558 0.26
H -0.16031 -3.95482 6.95432 0.27
H -1.94996 -3.51466 7.43444 0.29
H -2.96293 -3.99654 5.04036 0.37
H -1.25125 -4.77706 5.06565 0.38
H -2.24930 -2.84264 2.98842 0.09
H -2.40745 -4.57583 2.95297 0.40
H 0.29193 -3.30104 3.21548 0.25
H -0.35968 -3.37800 0.82612 -0.22
H -0.68624 -5.12877 1.16711 0.07
H 1.67207 -4.39005 0.36824 0.37
H 1.69451 -5.17547 2.00900 0.61
H 3.65674 -4.11049 2.83328 0.38
H 3.87534 -2.46826 2.23327 0.17
H 3.87818 -3.82918 1.20000 0.40
C -1.61291 6.19617 2.27650 -1.20
C -0.37408 5.38928 2.72407 0.14
C -0.60775 3.92834 3.21321 -0.16
C -1.60547 3.12666 2.45042 0.15
N -2.45471 2.61200 1.89533 -0.48
H -2.35395 6.53588 3.10694 0.27
H -2.34999 5.68812 1.59009 0.29
H -1.25750 7.01231 1.68860 0.40
H 0.27935 5.85455 3.46485 0.36
H 0.16146 5.45678 1.74166 -0.22
H -0.91487 3.87837 4.23889 0.36
H 0.34383 3.33991 3.12606 0.14
C 4.56603 1.08215 1.62593 -0.76
C 4.93219 1.58760 0.18921 -0.96
C 3.69731 1.69485 -0.64714 1.07
C 3.17838 0.35782 -0.91573 -0.06
N 2.64502 -0.64683 -1.13216 -0.50
H 3.78481 1.70265 2.09728 0.20
H 5.43450 0.94933 2.30980 0.40
H 4.11139 0.02509 1.62638 -0.01
H 5.64170 0.95570 -0.32713 0.34
H 5.31179 2.58954 0.24463 0.49
H 3.91187 2.17432 -1.60434 -0.52
H 2.89762 2.19358 -0.11090 0.16
C 1.47881 5.95256 -3.06398 -0.60
C 1.26691 6.46563 -1.60805 -0.19
C 2.41395 7.34047 -1.19038 -0.66
C 3.69913 6.67537 -1.23129 0.38
N 4.56068 5.92057 -1.33812 -0.50
H 2.38228 5.40489 -3.21739 0.03
H 1.43860 6.78305 -3.74466 0.43
H 0.57234 5.27940 -3.23925 0.04
H 1.30253 5.61714 -0.88562 0.07
H 0.32878 7.00231 -1.67732 0.40
H 2.22481 7.60654 -0.13585 0.32
H 2.40561 8.27154 -1.78633 0.34
C -1.10004 -2.57281 -5.19444 -1.27
C -0.56556 -1.50788 -4.20386 0.17
C 0.82377 -1.78822 -3.53014 1.94
C 1.92691 -1.58805 -4.43952 -0.08
N 2.82449 -1.48616 -5.12452 -0.59
H -1.37526 -3.48995 -4.58984 0.18
H -0.43444 -2.83189 -6.06256 0.28
H -2.04471 -2.10535 -5.60129 0.42
H -1.30198 -1.43335 -3.40670 0.34
H -0.47580 -0.55718 -4.74125 -0.09
H 0.82489 -2.85160 -3.18182 -0.26
H 1.08248 -1.31708 -2.54717 -0.81
C -1.78838 -0.80623 0.70209 -1.28
C -0.63929 -0.70698 -0.29079 0.15
C -0.09956 0.73362 -0.41710 2.36
C 0.60420 1.04902 0.78113 -0.42
N 1.23882 1.40425 1.66790 -0.64
H -2.42667 -1.64969 0.53940 0.55
H -2.44044 0.11403 0.59010 0.41
H -1.34009 -0.75436 1.72715 0.16
H -0.87334 -1.13873 -1.25505 -0.51
H 0.16305 -1.42763 0.03887 0.07
H -0.87709 1.47095 -0.59843 0.56
H 0.63452 0.88468 -1.23694 -1.49